Here is a structure of composition C44H37Br2N6O4PS2Y from OMol25. Energies are from the ωB97M-V functional and the def2-TZVPD basis.

```
97
Properties=species:S:1:pos:R:3:mulliken_charge:R:1
Y 0.4563 -0.1017 -0.0821 -0.497
Br 2.5121 5.6304 3.7828 -0.130
C 2.0991 4.0636 2.8243 -0.252
C 1.8815 2.8706 3.4883 -1.092
C 1.5196 1.7699 2.7344 -0.449
N 1.3938 1.7902 1.4069 0.973
C 1.7020 2.9265 0.7735 0.339
C 2.0296 4.0966 1.4419 -0.751
C 1.7343 2.8822 -0.7068 0.775
C 2.7423 3.5440 -1.3947 -0.915
C 2.7622 3.4521 -2.7755 -0.529
Br 4.1457 4.2716 -3.7510 -0.105
C 1.7742 2.7341 -3.4312 -0.709
C 0.8347 2.0869 -2.6558 -0.327
N 0.8091 2.1379 -1.3215 0.361
H 1.9604 2.8048 4.5632 0.464
H 1.3423 0.8211 3.2241 0.339
H 2.2250 5.0117 0.9014 0.654
H 3.5134 4.0840 -0.8649 0.677
H 1.7534 2.6493 -4.5078 0.531
H 0.0767 1.4728 -3.1218 0.316
N -1.8638 1.1404 -0.5088 0.213
C -3.0547 0.5697 -1.0942 -0.201
C -4.3109 1.1041 -0.8187 -0.325
C -5.4407 0.5638 -1.4045 -0.737
C -5.3274 -0.5087 -2.2826 -0.827
C -4.0844 -1.0481 -2.5506 -0.025
C -2.9422 -0.5244 -1.9423 -0.289
P -1.2936 -1.2665 -2.2264 2.478
C -1.5649 -2.9985 -1.6898 1.172
C -0.6227 -3.9695 -2.0445 -1.247
C -0.7645 -5.2772 -1.6057 -1.438
C -1.8316 -5.6259 -0.7901 -0.834
C -2.7450 -4.6589 -0.3982 -0.821
C -2.6133 -3.3505 -0.8394 -0.518
C -1.3706 -1.3327 -4.0653 0.659
C -1.4947 -0.1049 -4.7183 -0.650
C -1.6176 -0.0435 -6.0949 -0.950
C -1.6102 -1.2114 -6.8446 -0.584
C -1.4953 -2.4337 -6.2043 -0.837
C -1.3803 -2.4992 -4.8215 -0.095
H -2.0683 1.3803 0.4654 -0.254
H -1.6663 2.0268 -0.9660 0.269
H -4.3927 1.9472 -0.1425 0.518
H -6.4126 0.9838 -1.1813 0.416
H -6.2121 -0.9200 -2.7505 0.461
H -3.9905 -1.8883 -3.2282 0.479
H 0.2260 -3.7075 -2.6671 1.149
H -0.0366 -6.0217 -1.9047 0.464
H -1.9449 -6.6491 -0.4555 0.466
H -3.5597 -4.9206 0.2646 0.442
H -3.3310 -2.6051 -0.5246 0.391
H -1.5412 0.8109 -4.1406 0.358
H -1.7351 0.9139 -6.5864 0.432
H -1.7059 -1.1678 -7.9213 0.401
H -1.4997 -3.3492 -6.7814 0.461
H -1.3217 -3.4663 -4.3474 0.485
S -1.4291 1.2607 2.5535 -0.428
C -1.0090 -0.3557 2.7455 0.216
N -0.6639 -1.2171 1.7822 0.604
C -0.5069 -2.5103 2.3030 -1.011
C -0.3340 -3.6902 1.5822 0.920
C -0.1676 -4.8848 2.2583 -1.103
C -0.1896 -4.9403 3.6502 -0.971
C -0.4208 -3.7904 4.3838 -0.462
C -0.5928 -2.5959 3.6997 0.645
S -0.9792 -1.0349 4.3600 -0.274
H -0.3491 -3.6768 0.5026 0.276
H -0.0378 -5.7963 1.6872 0.467
H -0.0589 -5.8867 4.1577 0.434
H -0.4858 -3.8195 5.4637 0.443
O 5.2623 -6.7457 -0.1405 -0.524
C 3.8958 -6.8755 -0.4591 -0.706
N 3.4759 -6.1123 -1.6108 -0.078
C 3.0562 -4.8173 -1.7049 -0.074
O 2.6189 -4.3854 -2.7583 -0.670
C 3.0681 -3.9344 -0.4890 -0.036
C 3.9755 -3.9609 0.5653 -0.071
C 3.8068 -3.0542 1.6033 -1.523
C 2.7686 -2.1465 1.5513 -0.715
N 1.9205 -2.0800 0.5217 1.690
C 2.0837 -2.9558 -0.4632 -0.093
H 5.8077 -7.1318 -0.8326 0.320
H 3.3501 -6.5387 0.4193 0.443
H 3.6363 -7.9177 -0.6499 0.414
H 3.4788 -6.5838 -2.5029 0.302
H 4.8138 -4.6436 0.5730 0.751
H 4.4910 -3.0441 2.4398 0.532
H 2.6161 -1.4356 2.3552 0.423
H 1.4188 -2.8836 -1.3111 0.175
C 4.2590 -0.1759 -2.1232 -1.558
C 2.9804 -0.0805 -1.3366 1.547
O 1.8844 -0.4246 -1.8887 -0.488
O 2.9830 0.3077 -0.1448 -0.548
H 4.1195 0.2302 -3.1241 0.334
H 4.5096 -1.2339 -2.2268 0.291
H 5.0645 0.3380 -1.6060 0.354
```

## Properties
orbital gap: 7.14 eV
total charge: +1
E: -235449.31434 eV